97
Properties=species:S:1:pos:R:3 method="wB97M-V/def2-TZVPD" homo_ev=-11.4005 total_charge=+1 largest_force_ev_per_a=8.37 e_lumo_ha=-0.1179 orbital_gap_ev=8.191
C 0.2068 0.4776 2.4993
C -0.2668 1.0954 1.0445
C 0.6809 0.6266 -0.1828
Cl 2.4389 0.9225 0.3860
C 0.6032 -0.9378 -0.5383
N 1.6942 -1.7657 -1.0469
C 1.2026 -3.1566 -1.2613
P 2.2162 -4.6378 -1.8747
O 3.8520 -4.1968 -1.5758
I 1.6898 -6.4598 -0.3074
C -0.3219 -3.2291 -0.8925
N -0.5361 -1.8375 -0.4608
C -1.9465 -1.5514 -0.0441
C -2.9272 -0.8493 -1.0434
C -4.3470 -0.7058 -0.4028
C -4.5995 -1.2221 1.0304
N -3.7214 -1.8278 2.0002
C -2.4354 -1.9444 1.3645
H 0.5385 -0.6206 2.3980
H -0.6911 0.6386 3.2076
H 1.0753 1.1209 2.9473
H -1.3964 0.9584 0.8539
H -0.1064 2.2466 1.1511
H 0.5739 1.2858 -1.1353
H 2.6543 -1.3952 -1.1989
H 3.9763 -4.2650 -0.5819
H -1.0865 -4.0810 -0.9114
H -2.7027 -0.5068 -2.1135
H -5.2064 -0.2362 -1.0099
H -5.6970 -1.1060 1.4129
H -1.6294 -2.4550 2.0387
C 6.4014 -0.3241 -4.0627
C 5.5271 -0.9399 -5.1458
O 5.5584 -2.3454 -4.8945
S 5.6989 -2.5940 -3.2944
O 4.3869 -2.8475 -2.7572
O 6.8111 -3.4682 -3.0673
O 6.1332 -1.0827 -2.8819
H 7.4628 -0.4326 -4.3036
H 6.1732 0.7304 -3.8983
H 5.8918 -0.7196 -6.1498
H 4.4894 -0.6034 -5.0540
C -6.6011 -5.2399 1.7219
C -5.8048 -4.8085 2.9455
O -5.1831 -6.0006 3.4241
S -4.8561 -6.9700 2.1614
O -3.4829 -6.7756 1.7888
O -5.4158 -8.2624 2.4252
O -5.7890 -6.2140 1.0662
H -7.5411 -5.7187 2.0114
H -6.8114 -4.4049 1.0510
H -6.4358 -4.3665 3.7177
H -5.0149 -4.1018 2.6731
C -5.4929 -4.4611 -3.2685
C -6.0158 -3.8911 -4.5794
O -6.7701 -2.7375 -4.2074
S -6.1016 -2.0705 -2.8865
O -5.2511 -0.9922 -3.3085
O -7.1219 -1.9142 -1.8911
O -5.1584 -3.3255 -2.4688
H -6.2693 -5.0282 -2.7470
H -4.6173 -5.0958 -3.4147
H -6.6404 -4.6014 -5.1222
H -5.1938 -3.5639 -5.2234
C 7.1721 3.7262 -6.5752
C 8.4040 3.1266 -5.9114
O 8.3728 1.7411 -6.2546
S 7.7012 1.5753 -7.7259
O 8.7550 1.4698 -8.6919
O 6.6325 0.6218 -7.6308
O 7.0603 3.0637 -7.8348
H 6.2685 3.5125 -5.9965
H 7.2641 4.8040 -6.7185
H 8.3975 3.2556 -4.8284
H 9.3224 3.5559 -6.3229
C 2.4001 3.3626 5.9080
C 1.2904 4.4033 5.9474
O 1.2915 4.9960 4.6478
S 1.7385 3.8791 3.5570
O 0.5528 3.3309 2.9629
O 2.8223 4.4091 2.7830
O 2.3327 2.7872 4.6022
H 3.3829 3.8284 6.0246
H 2.2711 2.5932 6.6710
H 1.4559 5.1592 6.7158
H 0.3147 3.9342 6.1039
C -1.8138 8.4214 6.6625
C -2.6980 7.8179 5.5803
O -2.6819 6.4125 5.8292
S -2.5403 6.1598 7.4284
O -3.8494 5.9229 7.9639
O -1.4352 5.2719 7.6504
O -2.0878 7.6641 7.8414
H -0.7541 8.3010 6.4189
H -2.0293 9.4780 6.8297
H -2.3333 8.0355 4.5757
H -3.7311 8.1660 5.6751